Formula: C13H29F3INO9P3
Source: the Open Molecules 2025 dataset
Level of theory: ωB97M-V/def2-TZVPD

Values from the calculation:
E_LUMO: 2.09 eV
max |F|: 5.07 eV/Å
charge: -1
frontier orbital gap: 5.7 eV
HOMO energy: -3.57 eV

Structure (XYZ):
```
59
Properties=species:S:1:pos:R:3:forces:R:3
N -1.66839 1.22078 6.93562 -0.39 0.33 -0.73
C -0.71925 2.23777 6.32615 0.23 1.15 0.55
C 0.75068 1.64817 5.90867 0.12 -1.07 0.07
C 0.81431 0.88829 4.45582 2.50 1.13 -0.86
C 0.93374 1.92459 3.19282 -0.53 -1.26 0.37
C -0.49626 2.39089 2.53606 -0.23 0.32 -1.80
C -1.06459 1.20485 1.52408 -2.28 -1.94 1.48
F -0.96589 1.41747 0.04071 0.72 -1.12 3.85
C -1.69884 -0.05874 2.02110 1.70 2.51 -1.49
F -1.23633 -1.37320 1.48928 -2.71 3.85 1.63
F -2.80484 0.01367 3.02382 4.15 -1.08 -2.71
P 2.54756 -0.00274 4.49505 -2.89 -1.26 1.57
O 2.49405 -1.46733 3.49968 0.47 0.25 1.68
I 4.31038 1.49364 3.56723 0.36 0.09 -0.60
H -2.58228 1.69556 7.14483 1.31 -0.54 -0.34
H -1.90952 0.45957 6.26151 0.57 0.99 0.51
H -0.51974 3.04401 7.18393 -0.45 -1.67 -1.77
H -1.28966 2.81067 5.48055 1.45 -0.92 1.15
H 1.01571 0.81626 6.72305 -0.60 1.86 -1.60
H 1.58218 2.47762 6.00647 -1.69 -1.11 -0.11
H 1.50952 1.33529 2.32895 -1.16 1.65 1.76
H 1.53883 2.85780 3.55658 -1.10 -1.34 -1.08
H -0.26466 3.32369 1.83483 -0.73 -1.91 1.37
H -1.31999 2.70359 3.30471 1.59 -0.84 -1.44
H 2.71722 -2.19611 4.17738 -0.44 1.89 -1.60
C -1.42359 1.23038 -3.39619 0.15 -0.78 0.80
O -1.66682 2.14605 -4.44541 0.47 1.00 -0.63
P -0.70542 3.44020 -4.52176 0.93 0.22 0.50
O 0.52289 3.37673 -3.67157 -1.84 -0.10 -1.16
O -1.69708 4.66826 -4.21327 1.04 -0.51 -1.35
C -2.34852 4.68836 -2.96335 -0.37 -0.10 0.77
O -0.43860 3.60314 -6.10204 -0.69 0.79 1.35
C 0.01846 2.46800 -6.80403 0.11 -0.69 -0.36
H -1.63906 1.69702 -2.43174 0.15 -0.20 -0.02
H -2.08017 0.36667 -3.52834 -0.01 0.24 -0.11
H -0.38631 0.88533 -3.42216 -0.12 0.11 0.16
H -1.65115 4.45847 -2.15379 -0.05 0.02 0.00
H -3.16625 3.96271 -2.96699 0.05 0.02 0.09
H -2.76633 5.68485 -2.80071 0.16 -0.13 -0.16
H -0.84246 1.86886 -7.11386 0.13 -0.03 0.04
H 0.68570 1.86029 -6.18647 0.00 0.03 -0.09
H 0.55793 2.79589 -7.69561 -0.07 0.11 0.22
C 0.01619 -3.71708 -3.03490 -0.68 0.34 -0.44
O 1.19119 -4.28515 -2.49163 0.20 -0.70 0.56
P 1.02419 -5.15678 -1.14355 -0.46 -0.07 1.14
O -0.38083 -5.52534 -0.78901 1.76 0.55 -0.83
O 1.81414 -4.29835 -0.03641 0.02 -2.13 -1.10
C 1.35423 -2.99361 0.23415 -0.39 1.09 0.24
O 2.01898 -6.40003 -1.38796 -0.33 1.23 0.87
C 1.87698 -7.11820 -2.59392 0.00 -0.22 -0.66
H -0.38503 -2.96063 -2.35582 -0.10 -0.08 -0.11
H 0.26650 -3.24339 -3.98754 0.16 -0.08 0.18
H -0.73372 -4.49144 -3.21850 -0.01 0.17 0.12
H 0.26675 -2.97547 0.34196 0.09 0.02 0.04
H 1.65885 -2.32478 -0.57525 -0.05 0.02 0.04
H 1.80978 -2.64623 1.16464 -0.07 -0.15 -0.12
H 2.46391 -6.62567 -3.37435 -0.12 -0.07 -0.01
H 0.82937 -7.17435 -2.90254 0.06 -0.06 0.00
H 2.26135 -8.13076 -2.45100 -0.07 0.18 0.15
```
Forces are in eV/Å.

Atom charges from the Mulliken analysis, given in e for atoms 1 to 4: N -0.7177; C -0.1627; C -0.7117; C -0.0303